105
Properties=species:S:1:pos:R:3:forces:R:3:lowdin_charge:R:1 method="wB97M-V/def2-TZVPD" e_homo_ev=-7.8 e_above_lowest_kj_mol=0.0 e_tot_ev=-203557.990
Zn 0.32021 0.93881 -0.11763 -0.5 -0.4 -0.3 0.46
Cl 1.49077 3.91811 -6.61472 0.0 0.0 0.1 0.67
Cl -2.31642 3.94358 -2.74891 0.1 0.0 0.0 0.73
Cl 2.28024 1.31094 -1.93076 0.1 0.1 -0.3 0.81
Cl 3.29404 2.14791 -4.75859 -0.1 0.0 0.0 0.69
Cl -1.32430 4.81596 -5.59232 0.0 0.0 0.0 0.69
S 3.25611 0.51528 1.61018 -0.2 0.1 -0.2 0.57
P -0.74744 -1.13002 1.30622 -0.2 0.0 0.1 1.08
P -0.52610 -0.87018 -2.00867 0.2 -0.3 -0.2 1.07
O 3.36604 -0.18118 2.86362 -0.1 0.0 0.1 -0.30
O -0.46454 2.26397 -1.34017 0.2 0.1 0.1 -0.22
O 3.66090 -0.16786 0.40636 0.0 0.0 0.0 -0.34
N -2.15616 -2.66284 -0.50202 0.3 0.0 -0.1 -0.16
N -0.23563 1.98488 1.70038 0.4 0.1 0.3 0.05
N 1.75921 1.02751 1.31488 -0.2 0.2 0.5 -0.19
C 4.03331 3.03151 0.86558 0.0 0.0 0.0 -0.05
C -5.56363 -4.01246 -1.00325 0.0 0.0 0.0 -0.09
C -3.58763 -4.04193 0.92845 -0.1 -0.1 0.0 -0.04
C 1.29345 2.30666 -2.95946 0.0 0.1 0.1 -0.56
C -1.03374 -2.75178 0.41042 -0.1 0.3 -0.2 -0.29
C 0.95824 -2.73120 2.81648 0.0 0.0 0.0 -0.09
C 0.50687 -1.38347 5.19814 0.0 0.0 0.0 -0.07
C -2.47392 -0.72808 1.74220 0.0 0.0 0.1 -0.36
C -4.36732 -3.34603 -1.23093 -0.1 0.0 0.0 -0.03
C -0.06765 -0.08921 -4.68062 0.0 0.0 0.0 -0.09
C 1.62830 -3.11582 3.96892 0.0 0.0 0.0 -0.07
C -2.19663 0.52664 -3.75506 0.0 -0.1 0.0 -0.11
C 0.97459 1.70219 2.23315 0.1 0.0 0.1 -0.39
C 0.04070 -1.68037 2.84916 0.0 0.1 0.0 -0.36
C 0.65924 -3.03011 -3.42488 0.0 0.0 0.0 -0.09
C -0.75466 3.48377 -3.32131 0.0 0.1 -0.1 -0.61
C 1.92357 -2.10829 -1.59929 0.0 0.1 0.0 -0.13
C 5.81453 3.29897 2.97909 0.0 0.0 0.0 -0.04
C 1.28740 2.08982 3.55028 0.1 -0.1 -0.2 -0.01
C 4.21029 1.99686 1.77275 0.0 0.1 0.1 -0.28
C 1.66890 -3.95394 -3.65377 -0.1 0.0 0.0 -0.07
C 1.39941 -2.44647 5.16232 0.0 0.0 0.0 -0.08
C 2.93566 -3.03235 -1.82759 0.0 0.0 0.0 -0.06
C -4.45463 0.53460 1.16721 0.0 0.0 0.0 -0.07
C -1.13025 2.68359 2.40775 0.0 -0.2 -0.2 -0.12
C -0.98371 -0.15522 -3.62956 0.0 0.2 0.1 -0.35
C 1.75097 2.68873 -4.21202 0.0 0.1 0.0 -0.72
C -5.15632 -0.10248 2.18138 0.0 0.0 0.0 -0.07
C -5.78941 -4.70103 0.17819 0.0 0.0 0.0 -0.11
C 0.35125 2.80784 4.25775 -0.1 0.0 0.0 -0.06
C 0.78087 -2.09286 -2.39742 0.0 0.0 0.0 -0.38
C 0.01987 2.66955 -2.46852 0.0 -0.2 0.0 -0.49
C -2.02330 -1.95220 -1.76348 0.1 0.0 0.2 -0.30
C -0.16717 -0.99852 4.04798 0.0 0.0 0.0 -0.10
C -0.37674 0.60303 -5.84460 0.0 -0.1 0.0 -0.07
C -3.18974 -1.36779 2.75268 0.0 0.1 0.0 -0.09
C -1.60269 1.24114 -5.97416 0.0 -0.1 0.0 -0.09
C -2.50970 1.20588 -4.92445 0.0 -0.1 0.0 -0.09
C 4.75852 4.20222 1.02537 0.0 0.0 0.0 -0.03
C -0.30806 3.86710 -4.57657 0.1 0.0 0.1 -0.71
C -4.52319 -1.05175 2.97394 0.0 0.0 0.0 -0.07
C 6.45590 5.61985 2.24522 -0.1 -0.1 0.0 -0.05
C -3.34513 -3.34641 -0.26792 -0.1 0.1 0.1 -0.22
C -4.78547 -4.70523 1.13736 0.0 0.0 0.0 -0.09
C 2.80927 -3.95265 -2.85741 0.0 0.0 0.0 -0.07
C 5.09560 2.12318 2.83611 0.0 0.0 -0.1 -0.05
C -0.88382 3.12237 3.68740 0.1 0.0 0.1 -0.07
C 0.94993 3.47102 -5.03822 0.0 0.0 0.1 -0.73
C 5.65517 4.35280 2.07949 0.1 0.0 0.0 -0.27
C -3.11693 0.22735 0.95539 0.0 0.0 0.0 -0.12
H -2.05292 -2.63643 -2.61692 0.0 -0.1 -0.1 0.10
H 0.90551 -0.55698 -4.58321 0.0 0.0 0.0 0.11
H 0.35188 0.65445 -6.64692 0.0 0.0 0.1 0.11
H -2.88905 0.57278 -2.92180 0.0 0.0 0.0 0.10
H 3.60131 -4.66843 -3.04592 -0.1 0.0 0.0 0.11
H -6.19791 0.14123 2.35478 0.0 0.0 0.0 0.10
H 1.17336 -3.24121 1.88308 0.0 0.0 0.1 0.10
H 4.61944 5.01535 0.32098 0.0 0.0 0.0 0.11
H 5.20385 1.30343 3.53614 0.0 0.1 0.0 0.11
H -4.24198 -2.83027 -2.17235 0.0 0.0 0.0 0.09
H -0.12581 -3.02278 -0.12695 0.1 0.0 -0.1 0.07
H 0.57548 3.12574 5.27010 0.0 0.0 -0.1 0.11
H 2.34258 -3.92945 3.92846 0.0 0.0 0.0 0.11
H 2.04712 -1.39075 -0.79491 0.0 0.0 0.0 0.05
H -2.70468 -2.11782 3.36679 0.0 0.0 0.0 0.11
H -6.72397 -5.22107 0.34928 0.1 0.0 0.0 0.10
H -0.22620 -3.03440 -4.05200 0.0 0.0 0.0 0.11
H 3.33483 2.91887 0.04311 0.1 0.0 0.1 0.08
H 1.92509 -2.74583 6.06177 0.0 0.0 -0.1 0.10
H -5.07433 -1.55600 3.75919 0.0 0.0 0.0 0.11
H -2.56348 0.74004 0.17066 0.0 0.0 0.0 0.09
H -0.85556 -0.16101 4.08153 0.0 0.0 0.0 0.10
H -1.19477 -3.51903 1.15661 0.0 -0.1 0.0 0.08
H 0.33515 -0.84855 6.12508 0.0 0.0 0.0 0.11
H -4.93330 -5.23053 2.07409 0.0 0.0 0.0 0.10
H 1.56592 -4.67619 -4.45577 0.0 0.0 0.0 0.11
H 3.82026 -3.01560 -1.20126 -0.1 0.0 0.0 0.11
H -4.94777 1.27426 0.54644 0.0 0.0 0.0 0.11
H 6.50592 3.40660 3.80880 0.0 0.0 0.0 0.12
H 7.51256 5.43164 2.04383 0.0 0.0 0.0 0.08
H -3.45258 1.73426 -5.00234 0.0 0.0 0.0 0.11
H -2.86654 -1.26923 -1.87577 -0.1 0.1 0.0 0.07
H -1.84035 1.78661 -6.87979 0.0 0.0 0.0 0.11
H 6.11646 6.39852 1.56173 0.0 0.0 0.0 0.07
H -1.62922 3.68893 4.22748 0.0 0.0 0.0 0.10
H -2.85638 -4.06078 1.72345 0.0 0.0 0.0 0.09
H 2.23396 1.81033 3.98969 0.0 0.0 0.0 0.11
H 6.37988 6.00129 3.26568 0.0 0.0 0.0 0.08
H -2.07348 2.88216 1.91120 0.0 0.0 0.0 0.12
H -6.32752 -3.98807 -1.77161 0.0 0.0 0.0 0.10

=====

9
Properties=species:S:1:pos:R:3:forces:R:3:lowdin_charge:R:1 method="wB97M-V/def2-TZVPD" charge=+2 e_homo_ev=-19.1 e_above_lowest_kj_mol=0.0 e_tot_ev=-14083.094
Sn -3.42152 -1.50737 1.16303 -9.8 -3.7 3.7 1.66
O -1.89171 -1.01483 0.61357 7.2 1.1 -2.1 -0.46
O 2.91524 0.99452 0.91591 -1.4 0.6 -2.1 0.41
C -1.25038 -0.08522 0.00908 4.2 3.0 -1.9 -0.21
C 1.31920 -0.08946 -0.66335 1.3 3.5 -2.6 0.03
C 2.14994 0.72593 0.12132 2.0 -1.5 4.5 0.04
C 0.04177 -0.11672 -0.34162 -2.0 -0.5 0.3 0.15
H 1.86468 0.19809 -1.65193 -1.6 -2.0 0.3 0.21
H -1.72722 0.89507 -0.16602 0.1 -0.5 -0.1 0.17

=====

20
Properties=species:S:1:pos:R:3:forces:R:3:nbo_charge:R:1 method="wB97M-V/def2-TZVPD" e_homo_ev=-9.7 smiles="C=CC.CCC" e_above_lowest_kj_mol=108.3 e_tot_ev=-6448.287
C -1.23015 -1.04305 -1.24914 0.2 0.2 0.2 -0.61
C 1.09760 -0.23885 1.83663 -0.9 0.3 -0.5 -0.17
C 2.24401 0.05616 0.92489 -0.1 0.0 -0.1 -0.65
C 1.23920 -0.69688 3.06722 -0.1 -0.1 0.2 -0.41
C -1.86681 1.29526 -1.95235 0.2 -0.1 0.1 -0.60
C -0.85006 0.43227 -1.21578 0.3 0.3 0.6 -0.39
H -1.27165 -1.41262 -2.27254 0.0 0.0 -0.1 0.20
H -1.95798 0.97097 -2.98830 0.0 0.0 -0.1 0.20
H -1.56279 2.33997 -1.96172 -0.1 0.1 0.0 0.21
H -2.20846 -1.19766 -0.79679 -0.1 -0.1 0.1 0.20
H 0.07816 -0.03597 1.40260 1.1 -0.4 0.7 0.19
H 0.40440 -0.90458 3.71716 -0.2 0.0 0.0 0.20
H 2.16822 -0.55613 0.02574 0.1 0.0 -0.1 0.22
H 2.21678 1.10266 0.62004 0.0 0.0 -0.1 0.22
H -2.85106 1.20265 -1.49656 -0.1 0.1 0.1 0.20
H 3.20316 -0.13857 1.40076 0.0 0.0 0.0 0.21
H 2.21509 -0.88548 3.49140 0.2 0.0 0.0 0.19
H -0.49717 -1.63644 -0.70543 0.0 -0.2 0.0 0.21
H -0.69547 0.78519 -0.15431 -0.4 -0.3 -1.1 0.19
H 0.12499 0.56111 -1.69352 0.0 0.0 0.0 0.19

=====

9
Properties=species:S:1:pos:R:3:forces:R:3:nbo_charge:R:1 method="wB97M-V/def2-TZVPD" e_homo_ev=-10.5 smiles="COP(F)(F)=S" e_above_lowest_kj_mol=109.9 e_tot_ev=-28693.477
S -2.97169 -0.77549 -0.31972 0.6 0.5 0.1 -0.43
P -1.30208 0.02899 0.03831 -1.2 4.4 -0.2 2.03
F -1.02698 0.59643 1.50427 -0.6 0.1 -1.3 -0.55
F -0.95512 1.70447 -0.92091 -0.6 -4.2 2.4 -0.60
O -0.05208 -0.80285 -0.12878 2.0 -0.5 -1.3 -0.82
C 1.29498 -0.29364 -0.01761 1.7 -0.2 -4.7 -0.26
H 1.98615 -1.15954 -0.26345 -1.0 1.1 0.7 0.22
H 1.42781 0.12808 0.89177 0.5 0.8 3.1 0.19
H 1.59902 0.57356 -0.78388 -1.4 -2.0 1.3 0.22